(one)
One molecule with the formula C4H4N2O, computed with wB97M-V/def2-TZVPD.

* gap between HOMO and LUMO: 9.66 eV
* structure (SMILES): O=c1ccnc[nH]1
* total charge: 0
* M: 96.1 g/mol

Last column: Mulliken charge in e.
Cartesian coordinates (Å):
O1 1.120 0.366 2.208  -0.515
C1 0.598 0.147 1.143  0.392
C2 -0.679 -0.531 0.925  -0.314
C3 -1.250 -0.501 -0.294  -0.100
N1 -0.777 0.260 -1.362  -0.506
C4 0.396 0.750 -1.204  -0.066
N2 1.242 0.521 -0.103  -0.335
H1 -1.106 -1.075 1.757  0.374
H2 -2.156 -1.060 -0.508  0.378
H3 1.769 -0.240 -0.576  0.316
H4 0.844 1.362 -1.987  0.376



(two)
One molecule with the formula C4H4N2O, computed with wB97M-V/def2-TZVPD.

* gap between HOMO and LUMO: 11.10 eV
* structure (SMILES): N#C[C@H]1CC=NO1
* total charge: 0
* M: 96.1 g/mol

Last column: Mulliken charge in e.
Cartesian coordinates (Å):
C1 -0.696 1.352 0.364  0.187
C2 0.528 0.356 0.625  0.005
C3 0.161 -1.043 1.078  -0.414
C4 0.040 -1.470 -0.311  -0.090
H1 1.320 0.755 1.129  0.404
H2 -0.915 -0.981 1.421  0.300
H3 0.994 -1.223 1.668  0.338
H4 -0.392 -2.473 -0.674  0.357
N1 -1.803 1.757 0.160  -0.444
N2 0.372 -0.862 -1.379  -0.304
O1 1.101 0.311 -0.694  -0.337



(three)
A 2-piece molecular cluster, C4H4N2O overall, computed with wB97M-V/def2-TZVPD.

* gap between HOMO and LUMO: 7.78 eV
* total charge: 0
* M: 96.1 g/mol

Last column: Mulliken charge in e.
Cartesian coordinates (Å):
C1 2.526 -0.029 -0.011  0.282
C2 1.350 -0.544 0.314  0.041
C3 0.199 2.081 -0.102  -0.235
C4 -0.589 -2.062 0.006  -0.295
N1 3.638 0.278 -0.103  -0.421
N2 0.452 -1.303 0.102  -0.073
O1 -0.077 1.701 1.010  -0.368
H1 -0.191 1.689 -0.971  0.338
H2 0.975 2.862 -0.298  0.263
H3 -1.432 -1.755 -0.658  0.220
H4 -0.725 -2.857 0.750  0.248



Most stable: (one) (next structure +0.1199 hartree)



(one)
One molecule with the formula CH6N2O2S, computed with wB97M-V/def2-TZVPD.

* gap between HOMO and LUMO: 10.16 eV
* total charge: 0
* M: 110.1 g/mol

Last column: Mulliken charge in e.
Cartesian coordinates (Å):
C1 -0.367 0.459 -0.497  0.029
N1 1.505 -1.185 -0.362  -0.599
N2 -0.589 -0.115 0.893  -0.761
O1 1.798 1.426 0.416  -0.566
O2 -0.937 1.686 -0.547  -0.543
S1 1.474 0.549 -0.687  0.476
H1 -0.900 -0.304 -1.066  0.428
H2 0.848 -1.593 0.295  0.355
H3 1.465 -1.624 -1.268  0.277
H4 -0.324 2.266 -0.050  0.346
H5 0.191 0.128 1.512  0.266
H6 -1.289 0.442 1.362  0.292



(two)
A 3-piece molecular cluster, CH6N2O2S overall, computed with wB97M-V/def2-TZVPD.

* gap between HOMO and LUMO (alpha / beta): 8.64 / 8.63 eV
* total charge: 0
* M: 110.1 g/mol

Last column: Mulliken charge in e.
Cartesian coordinates (Å):
C1 -2.430 0.237 0.384  -0.361
N1 -1.194 0.216 0.171  -0.439
N2 1.201 1.205 -0.366  -0.405
O1 3.346 0.001 -0.320  -0.457
O2 0.658 -1.813 -0.287  -0.921
S1 2.045 0.113 0.320  0.687
H1 -3.022 -0.625 0.488  0.255
H2 -2.817 1.144 0.714  0.263
H3 -0.625 -0.678 0.017  0.276
H4 1.255 -2.333 0.268  0.263
H5 1.403 1.615 -1.300  0.298
H6 0.180 0.918 -0.088  0.541



Most stable: (one) (next structure +0.0682 hartree)